Below is an isolated molecule of C6H9OP, with properties calculated with ωB97M-V/def2-TZVPD.

The geometry in ORCA input format:
```
! RIJCOSX wB97M-V def2-TZVPD def2/J DEFGRID3
* xyz 0 1
C 1.84275 -0.65929 0.14521
C 1.06750 -1.07810 1.13996
C -1.51734 0.03114 -0.28473
C 1.61154 0.50695 -0.74736
C 0.78023 1.67683 -0.07028
C -2.60332 -0.81253 0.34893
O -1.35463 0.09569 -1.47965
P -0.67971 1.06770 0.94282
H 2.68232 -1.27787 -0.21225
H 1.01141 -1.93941 1.93800
H 2.51077 0.99273 -1.13725
H 1.14722 -0.10585 -1.58882
H 1.42117 2.39051 0.57053
H 0.36065 2.38291 -0.80424
H -2.70051 -0.34259 1.31485
H -3.40457 -0.99590 -0.45101
H -2.17547 -1.93291 0.37528
*
```

Below is an isolated molecule of C2H3F2P, with properties calculated with ωB97M-V/def2-TZVPD.

The SMILES is FC/C=P/F.

The geometry in ORCA input format:
```
! RIJCOSX wB97M-V def2-TZVPD def2/J DEFGRID3
* xyz 0 1
F -2.02290 0.40796 -0.52398
C -0.78031 0.72236 0.05878
C 0.29850 -0.34915 0.00822
P 1.93279 -0.42522 0.42390
F 2.20101 -1.94275 -0.22879
H -0.35033 1.73161 -0.35580
H -1.23066 1.09765 1.00389
H -0.04810 -1.24245 -0.38622
*
```

Below is C28H33ClMoN2O3S3 as an isolated structure, with properties calculated with ωB97M-V/def2-TZVPD.

The geometry in ORCA input format:
```
! RIJCOSX wB97M-V def2-TZVPD def2/J DEFGRID3
* xyz 0 1
Mo 0.31400 -1.42911 0.00185
C -1.02553 -3.38168 4.11949
C -0.80957 -2.46227 2.94473
S 0.28416 -3.02636 1.69962
C -1.39579 -1.26249 2.81781
C -2.33873 -0.63957 3.80600
S -1.01955 -0.29025 1.40466
H -0.39437 -4.26416 4.03258
H -2.06316 -3.71702 4.17161
H -0.78971 -2.88800 5.06495
H -2.51999 -1.29901 4.65351
H -3.30138 -0.41562 3.34149
H -1.94187 0.30523 4.18759
C 0.93236 2.99341 1.66250
C 2.35999 2.47283 1.72059
N 2.48324 1.19105 1.02996
C 2.57220 -0.03202 1.49036
S 2.79564 -1.31694 0.30185
N 2.54503 -0.41012 2.77117
C 1.94572 0.27920 3.91615
C 2.97801 0.80884 4.89780
H 0.87071 3.98887 2.10382
H 0.23992 2.33435 2.18949
H 0.59893 3.05526 0.62608
H 2.72700 2.38549 2.73876
H 3.02852 3.16168 1.20183
H 2.33153 1.24501 0.00685
H 2.59411 -1.41720 2.85461
H 1.30327 -0.45373 4.40586
H 1.28257 1.06121 3.55342
H 3.59007 -0.00561 5.28600
H 2.48134 1.29259 5.73960
H 3.64740 1.53248 4.43143
C -0.16539 4.48740 -3.41548
C -0.97350 3.84894 -2.32154
C -1.45901 4.61629 -1.26759
C -2.21562 4.03838 -0.26323
Cl -2.77530 5.02913 1.05754
C -2.52179 2.69061 -0.28090
C -2.04347 1.91680 -1.32557
C -1.27399 2.48478 -2.32929
O -0.87391 1.65999 -3.36046
C 0.51898 1.35849 -3.41898
C 1.09364 0.99529 -2.05152
O 2.03334 1.65335 -1.60039
O 0.51638 0.01117 -1.47621
H -0.36395 5.55734 -3.46090
H -0.40490 4.04661 -4.38316
H 0.90438 4.35345 -3.24067
H -1.24819 5.67772 -1.23364
H -3.10734 2.24854 0.51283
H -2.24762 0.85508 -1.37230
H 1.09370 2.18793 -3.82891
H 0.60161 0.49530 -4.07908
C 0.93390 -4.15721 -4.74152
C 1.73708 -3.61061 -3.71843
C 1.15735 -3.13004 -2.57916
C -0.24875 -3.15090 -2.40131
C -0.86616 -2.61649 -1.22699
C -2.23270 -2.68674 -1.10269
C -3.02858 -3.26569 -2.11833
C -2.45434 -3.75581 -3.25295
C -1.04770 -3.71114 -3.42575
C -0.42218 -4.21208 -4.59306
H 1.39901 -4.54149 -5.64004
H 2.81280 -3.58465 -3.83352
H 1.79420 -2.75256 -1.78339
H -2.71933 -2.29649 -0.21774
H -4.10297 -3.30747 -1.99026
H -3.06352 -4.18736 -4.03838
H -1.04222 -4.64217 -5.37103
*
```

Below is C5H8O2 as an isolated structure, with properties calculated with ωB97M-V/def2-TZVPD.

The geometry in ORCA input format:
```
! RIJCOSX wB97M-V def2-TZVPD def2/J DEFGRID3
* xyz 0 1
O 1.73201 -1.09810 0.91371
C 1.47306 0.18024 0.52269
C 2.03404 0.83305 -0.49074
C -1.70714 0.93292 0.11573
C -1.75347 -0.53450 0.50879
C -1.22530 -0.72108 -0.86302
O -1.29384 0.56794 -1.15560
H 2.41802 -1.46264 0.33682
H 0.69521 0.62960 1.13622
H 1.71140 1.84304 -0.71317
H 2.79720 0.38959 -1.12642
H -2.56430 1.60853 0.11255
H -1.10926 -0.92316 1.30267
H -2.78834 -0.85852 0.66258
H -0.44709 -1.33377 -1.30846
*
```

Below is C4H9NSi as an isolated structure, with properties calculated with ωB97M-V/def2-TZVPD.

The geometry in ORCA input format:
```
! RIJCOSX wB97M-V def2-TZVPD def2/J DEFGRID3
* xyz 0 1
C -1.14376 1.15463 0.07291
C -1.35815 -0.19167 0.54941
C -0.63318 -1.15106 -0.48244
C 0.55482 -0.32064 -0.93118
N -0.25194 1.45489 -0.66651
Si 1.82425 0.31502 0.31102
H -1.70420 2.01448 0.54743
H -0.77398 -0.37572 1.46407
H -2.38191 -0.50693 0.81264
H -0.32437 -2.08533 -0.06670
H -1.20372 -1.37537 -1.37934
H 0.64472 -0.29604 -1.98029
H 2.48606 -0.68886 0.95940
H 1.28339 1.32658 1.25410
H 2.98199 0.72601 -0.46454
*
```

Below is C19H45LiN3O9 as an isolated structure, with properties calculated with ωB97M-V/def2-TZVPD.

The geometry in ORCA input format:
```
! RIJCOSX wB97M-V def2-TZVPD def2/J DEFGRID3
* xyz -1 1
Li 5.46317 -17.65846 29.03818
C 3.63180 -16.93361 31.61435
O 3.64108 -16.22422 30.52652
O 2.82903 -16.52658 32.45911
O 4.35933 -17.93021 31.68377
C 4.43632 -13.86970 19.30733
O 3.94321 -14.27484 20.55527
C 4.66610 -13.77375 21.66324
C 3.78979 -13.83973 22.85242
N 3.07757 -15.00698 22.93360
C 1.92307 -15.03514 23.91615
C 1.30988 -16.49255 23.62073
O 2.18627 -17.47069 24.12695
C 1.87811 -17.91266 25.45064
H 5.52150 -13.84578 19.40696
H 4.00619 -12.94915 18.91277
H 4.25469 -14.53879 18.46624
H 4.97196 -12.73272 21.55923
H 5.60344 -14.29839 21.84828
H 3.08944 -13.04146 22.60672
H 4.29664 -13.65804 23.80015
H 2.67547 -15.25786 22.04170
H 1.19524 -14.25960 23.67760
H 2.28551 -14.85961 24.92903
H 1.32631 -16.72677 22.55631
H 0.33698 -16.56866 24.10629
H 1.30886 -17.13386 25.95811
H 2.82292 -18.11349 25.95572
H 1.20855 -18.77216 25.41846
C 7.70317 -14.37005 32.71263
O 8.80520 -15.16943 32.45245
C 9.19855 -15.29249 31.09565
C 10.48755 -16.11912 30.83135
N 10.12354 -17.53520 30.52831
C 11.48659 -18.18880 30.28120
C 11.39533 -19.62347 29.63977
O 12.51441 -20.30926 30.18443
C 12.43382 -21.69324 29.66913
H 7.08691 -14.70140 33.54841
H 7.03873 -14.23763 31.85877
H 8.10643 -13.36921 32.86688
H 9.25888 -14.26424 30.73906
H 8.42701 -15.68491 30.43321
H 11.21735 -16.15581 31.64015
H 11.00286 -15.69832 29.96793
H 9.56868 -17.97390 31.24927
H 11.99126 -18.35588 31.23278
H 12.17228 -17.61111 29.66136
H 11.38979 -19.44163 28.56506
H 10.46648 -20.12472 29.91193
H 11.68569 -22.31611 30.15948
H 13.41966 -22.14517 29.77862
H 12.32774 -21.55674 28.59293
C 6.12172 -20.96320 28.56465
O 6.21497 -19.77612 27.92372
C 7.16404 -19.74575 26.82585
C 6.98090 -18.39695 26.01947
N 7.46830 -17.29876 26.87017
C 7.47436 -15.94087 26.28137
C 8.24958 -15.97169 24.86651
O 9.68247 -15.92251 24.85828
C 10.42750 -17.12066 24.77548
H 7.09889 -21.21332 28.97779
H 5.65010 -21.73159 27.95209
H 5.27506 -20.79829 29.23102
H 6.93168 -20.61428 26.20959
H 8.17121 -19.88351 27.21924
H 5.99960 -18.17193 25.60176
H 7.62953 -18.54545 25.15614
H 8.44252 -17.41617 27.10934
H 7.86158 -15.12959 26.89778
H 6.44273 -15.81339 25.95337
H 7.97171 -14.97095 24.53572
H 7.72105 -16.58533 24.13698
H 11.46255 -16.96399 25.07917
H 10.44581 -17.59002 23.79189
H 10.04018 -17.92795 25.39708
*
```

E (hartree)
-650.44877 -619.04810 -3145.01305 -345.60386 -501.93661 -1599.64204
Energy relative to the best compared isomer or geometry (same formula, charge and spin) (eV)
2.6867 1.6104 0.0488 5.4723 3.9266 6.9582